(i)
DFT (wB97M-V/def2-TZVPD) results for an isolated ion of composition C11H15N2 and charge +1.

Calculated values
Structure (SMILES) ... C[C@]1(C[n+]2cc[nH]c2)C=CC=CC1

```
! RIJCOSX wB97M-V def2-TZVPD def2/J DEFGRID3
* xyz 1 1
C 3.603 0.126 0.055
C 2.620 0.774 0.717
C 1.820 -1.199 0.032
C -2.505 -1.601 0.393
C -1.664 -1.673 -0.774
C -2.771 -0.410 0.878
C -0.763 -0.732 -1.061
C -2.199 0.716 0.243
C -0.811 0.598 -0.280
C -0.428 1.877 -0.938
C 0.177 0.274 1.051
N 3.038 -0.999 -0.471
N 1.546 -0.029 0.668
H 4.624 0.441 -0.082
H 2.752 1.756 1.233
H 0.997 -1.761 -0.426
H -2.859 -2.448 0.984
H -1.709 -2.563 -1.557
H -3.442 -0.349 1.846
H 0.013 -0.848 -1.935
H -2.757 0.990 -0.679
H -2.086 1.608 0.883
H -0.326 2.695 -0.205
H -1.135 2.234 -1.729
H 0.520 1.744 -1.523
H -0.181 -0.573 1.546
H 0.313 1.066 1.888
H 3.612 -1.715 -0.760
*
```

=====

(ii)
DFT (wB97M-V/def2-TZVPD) results for an isolated ion of composition C11H15N2 and charge +1.

```
! RIJCOSX wB97M-V def2-TZVPD def2/J DEFGRID3
* xyz 1 1
C 3.344 1.137 -0.018
C 3.448 -0.077 -0.614
C 2.117 1.611 0.437
C 2.338 -0.941 -0.720
C 1.004 0.734 0.371
C 1.102 -0.539 -0.173
C -1.290 1.997 -0.051
C -2.487 1.159 -0.413
C -0.347 1.249 0.789
C -1.120 -0.640 0.506
C 0.331 -2.588 0.753
N 0.025 -1.329 0.134
N -1.879 -0.229 -0.664
H 4.180 1.813 -0.078
H 4.366 -0.238 -1.102
H 2.173 2.631 0.931
H 2.438 -1.923 -1.180
H -0.855 2.387 -0.852
H -1.641 2.736 0.556
H -3.135 0.911 0.432
H -3.037 1.602 -1.239
H -0.292 1.522 1.931
H -1.821 -0.970 1.385
H 0.942 -3.180 0.124
H 0.859 -2.485 1.625
H -0.534 -3.133 0.903
H -2.585 -0.982 -0.826
H -1.191 -0.035 -1.473
*
```

=====

Most stable structure - (i); separation to the second - 9.3 kcal/mol.